C7H12OS3 | ωB97M-V/def2-TZVPD

Structure (XYZ):
```
23
Properties=species:S:1:pos:R:3:mulliken_charge:R:1
C -0.24501 1.54171 -0.78407 -0.27
C -1.90511 -0.37118 -0.79542 -1.08
C -0.41842 1.12403 0.74413 -2.06
C -0.86360 -1.20666 -0.02081 -1.11
C -1.19264 0.72960 -1.56038 0.16
C 0.11213 -0.34150 0.75116 1.45
C 1.45169 -0.41647 0.27710 -0.57
O -1.20191 0.62255 -2.87623 -0.49
S -0.07966 -0.72200 2.70245 -0.19
S 2.10945 -2.03725 -0.26666 -0.18
S 2.65752 0.75859 0.88820 -0.09
H -0.34762 2.61830 -0.95304 0.42
H 0.81384 1.23634 -0.96862 0.41
H -2.33023 -0.93861 -1.53468 0.56
H -2.55777 -0.04618 -0.08163 0.38
H 0.06227 1.71539 1.38975 0.50
H -1.40447 1.16641 1.21881 0.63
H -1.38535 -1.98491 0.42843 0.51
H -0.25502 -1.88582 -0.65746 0.27
H -0.69834 1.39301 -3.14491 0.35
H 1.22924 -1.07978 2.86375 0.13
H 3.30203 -1.98885 0.42864 0.16
H 3.14698 0.11329 1.95148 0.13
```

Spin multiplicity ... 1
Total charge ... 0
Lowest unoccupied orbital energy (spin up / spin down) ... -0.043 / 0.015 Ha
Frontier orbital gap (spin up / spin down) ... 5.139 / 8.498 eV
Energy ... -42002.2081 eV
Molecular weight ... 208.373 g/mol